Record 1
Computed, not measured: a cluster of 4 separate species, C31H39N5O8P in total at a distorted geometry, with wB97M-V/def2-TZVPD.

Results
Electronic energy = -65883.2880 eV
HOMO-LUMO gap = 7.22 eV
Energy relative to the best compared isomer or geometry (same formula, charge and spin) = 51.8 kcal/mol
Strongest force on any atom = 3.0 eV Å⁻¹
Total charge = +1

The geometry in XYZ format:
```
84
Properties=species:S:1:pos:R:3:forces:R:3
C -1.74384 1.64897 -3.89454 -0.4228 -0.2159 -0.7258
C -3.21887 1.72579 -3.31326 0.6967 0.8303 0.3017
C -3.37796 1.15244 -1.84247 -1.4202 0.6478 -0.4366
C -4.73196 0.31819 -1.73305 0.3309 -0.9512 0.9488
C -4.46436 -1.03878 -0.92755 -0.0824 0.8988 0.2097
C -3.88578 -0.64419 0.46388 0.5823 -0.2958 0.6960
C -4.62672 0.27421 1.33286 2.7157 -1.1989 0.6991
C -4.01924 0.63637 2.60152 -1.2514 -0.6264 -2.1175
N -2.80943 0.11128 2.97887 -1.1860 -0.0227 -1.4240
C -2.07770 -0.78947 2.19612 -0.4696 1.3461 -0.9372
P -0.45880 -1.45011 2.89845 0.9472 -1.3523 0.3782
O 0.83447 -0.54872 2.28735 -2.5549 0.3417 0.5495
O -0.53315 -1.05413 4.54385 -0.0646 1.1270 -1.8282
C -2.55723 -1.20431 0.88995 -2.1210 1.2676 1.4270
N -1.90116 -2.11575 0.00267 0.3436 1.2970 1.4589
C -0.55463 -1.65627 -0.44866 0.6334 -0.3975 -1.6713
C -0.58730 -1.65864 -2.04586 0.3372 -0.7560 0.7486
C 0.81729 -1.89877 -2.70395 -0.4012 -0.2499 -0.8703
H -1.76439 0.96581 -4.79093 0.3064 0.6259 0.9182
H -0.98465 1.25138 -3.17660 -0.6933 0.3796 -0.4872
H -1.39480 2.65260 -4.25865 -0.3115 -0.9455 0.4133
H -3.47902 2.82133 -3.26758 0.0312 -1.1263 -0.0991
H -3.95112 1.25843 -4.02871 0.8155 0.3132 0.8146
H -3.51278 2.02872 -1.14595 0.4154 -0.8210 -0.5977
H -2.48040 0.59230 -1.47862 -0.7844 0.2234 -0.5308
H -5.16094 0.02986 -2.72298 0.4687 0.3727 0.7404
H -5.51893 0.88118 -1.16613 0.6572 -0.2806 -0.7492
H -5.40405 -1.62858 -0.76149 0.6744 0.5973 -0.1377
H -3.77179 -1.66737 -1.53555 -0.3539 0.4739 0.8985
H -5.61547 0.65697 1.00682 0.9221 -0.1951 0.5159
H -4.58749 1.35333 3.24463 1.0437 -0.8579 -0.2436
H -2.46959 0.39477 3.90276 0.1364 -0.4273 -0.4270
H 0.47309 0.30205 1.96432 0.7513 -0.1077 0.0631
H -0.12128 -0.18123 4.70870 -0.1367 -0.4490 0.1686
H -1.89523 -3.07196 0.35867 0.0177 0.3545 -0.0391
H 0.24929 -2.38107 -0.12775 -0.8268 0.7990 -0.1267
H -0.28648 -0.63212 -0.06333 -0.4433 -1.0599 -0.2797
H -1.23911 -2.53862 -2.32026 0.5980 0.9044 0.2879
H -1.11471 -0.74240 -2.41175 0.6179 -0.7811 0.1721
H 1.41573 -0.97199 -2.88508 -0.4771 -0.7665 0.4374
H 1.44155 -2.67169 -2.17132 -0.6935 0.9160 -0.2611
H 0.61959 -2.33572 -3.72438 0.3624 0.5675 0.9595
C 3.54973 3.75759 -6.39156 0.0077 0.0226 -0.0004
C 4.49303 2.84511 -5.93473 -0.1799 0.0263 -0.0297
C 4.10603 1.55607 -5.59671 0.1995 -0.0857 0.0611
C 2.77232 1.19176 -5.72473 0.1642 0.5525 -0.1375
C 1.82130 2.09866 -6.17325 -0.2267 0.0287 -0.0414
C 2.21527 3.38669 -6.50673 0.1597 -0.0625 0.0605
N 2.36363 -0.17664 -5.39238 -0.0168 -0.2702 0.0039
O 3.21886 -0.94182 -4.98357 -0.2308 0.1797 -0.0575
O 1.19059 -0.47301 -5.54681 0.2080 0.1096 0.0092
H 3.85610 4.76221 -6.66020 -0.0218 -0.0690 0.0217
H 5.53182 3.13861 -5.84518 -0.0630 -0.0607 0.0060
H 4.84819 0.85252 -5.24204 -0.1901 -0.0816 -0.0329
H 0.78009 1.81813 -6.26945 0.1305 -0.1596 0.0479
H 1.48276 4.10192 -6.86066 0.0218 -0.0783 0.0206
C 1.73010 2.63919 3.31160 0.0547 -0.0956 0.0784
C 0.46669 2.93636 2.82012 0.1983 0.0497 -0.0450
C 0.23921 4.12748 2.14637 -0.2910 -0.0392 -0.1051
C 1.29072 5.01333 1.96718 0.1528 -0.5508 0.3262
C 2.55806 4.73072 2.46037 0.1459 0.0206 0.0161
C 2.77536 3.53660 3.13609 -0.1544 0.0031 -0.0419
N 1.06155 6.26373 1.23301 -0.0891 0.5406 -0.2922
O -0.06774 6.48414 0.83194 0.2270 -0.1885 0.1494
O 2.01213 7.00220 1.06536 -0.1799 -0.2815 0.1123
H 1.90122 1.70340 3.83311 0.0648 0.0662 -0.0322
H -0.34889 2.23267 2.96074 -0.0664 0.1047 0.0116
H -0.75075 4.34733 1.76739 0.1563 0.1865 -0.0552
H 3.37903 5.42329 2.32539 -0.1870 0.0656 -0.0927
H 3.75998 3.30449 3.52264 -0.0591 0.0535 -0.0370
C 1.29678 -3.84627 4.45288 0.1129 -0.0036 0.0642
C 1.37122 -3.95741 5.83550 0.0272 -0.0636 -0.1620
C 1.89145 -5.10756 6.41261 -0.0218 0.0567 0.2072
C 2.33725 -6.13600 5.59413 -0.2378 0.5417 -0.2582
C 2.26001 -6.03685 4.21212 0.0431 -0.1145 -0.2006
C 1.73605 -4.88498 3.64199 -0.0458 0.0868 0.1667
N 2.91103 -7.34355 6.20027 0.2059 -0.4533 0.2320
O 2.94568 -7.40414 7.41565 -0.0588 0.1092 -0.2994
O 3.32166 -8.21139 5.45194 -0.1407 0.2685 0.0995
H 0.89394 -2.94278 4.00345 0.2874 -0.4702 0.2404
H 1.02589 -3.14519 6.46417 0.0255 -0.0776 -0.0038
H 1.94568 -5.18563 7.49083 0.0891 -0.1780 -0.1055
H 2.60288 -6.83998 3.57246 0.0364 -0.0388 0.2201
H 1.67343 -4.79507 2.56371 0.0315 -0.0489 0.0582
```
Forces are in eV/Å.


Record 2
Computed, not measured: a structure of composition C31H40BIrN4O2PSi at a distorted geometry, with wB97M-V/def2-TZVPD.

Results
Electronic energy = -63520.1682 eV
HOMO-LUMO gap (alpha / beta) = 6.63 / 5.71 eV
Energy relative to the best compared isomer or geometry (same formula, charge and spin) = 0.0 kcal/mol
⟨S²⟩ = 0.755
Multiplicity = 2
Strongest force on any atom = 1.0 eV Å⁻¹
Total charge = +2

The geometry in XYZ format:
```
81
Properties=species:S:1:pos:R:3:forces:R:3
Ir 0.11119 1.14616 0.02639 0.3701 -0.0044 -0.9673
C 0.59927 -0.54605 0.96476 -0.1487 0.1850 0.1878
Si 0.48696 -2.11667 -0.11515 -0.0908 -0.0479 0.1732
C 1.60661 -1.97149 -1.74300 0.0480 0.0035 -0.1000
N 1.54139 -0.75883 -2.43574 -0.0798 -0.0236 0.0820
C 2.63606 0.18694 -2.47458 -0.0339 -0.0048 0.0216
C 3.24198 0.19342 -3.90037 0.0087 0.0178 0.0159
C 2.17388 -0.14799 -4.94499 -0.0132 -0.0420 -0.0073
C 0.79853 0.34306 -4.50101 -0.0233 0.0264 0.0184
C 0.37151 -0.39813 -3.22381 0.0599 -0.0001 -0.0123
C 1.29922 -3.48700 0.82233 -0.0529 0.0520 0.0401
C 0.53198 -4.56225 1.27663 -0.0473 -0.0474 -0.0596
C 1.10770 -5.56192 2.04783 0.0286 -0.0043 0.0143
C 2.45339 -5.49521 2.37568 0.0010 0.0068 0.0014
C 3.23085 -4.43056 1.93360 -0.0122 -0.0262 0.0077
C 2.65487 -3.43289 1.16701 0.0250 0.0144 -0.0340
C -1.25523 -2.45190 -0.65386 0.0712 0.0610 0.0009
C -1.55124 -3.23422 -1.77564 0.0083 -0.0288 -0.0107
C -2.85991 -3.55936 -2.09550 0.0056 -0.0021 -0.0048
C -3.90018 -3.11497 -1.29027 -0.0133 0.0013 0.0011
C -3.62976 -2.35054 -0.16543 0.0123 -0.0328 -0.0139
C -2.31856 -2.01923 0.14687 -0.0236 0.0113 0.0321
H 1.60875 -0.46265 1.39418 0.0284 -0.0419 -0.1063
H -0.06286 -0.74172 1.81659 0.0267 -0.0810 0.0293
H 1.19115 -2.77696 -2.35786 0.0100 -0.0402 0.0706
H 2.62380 -2.20975 -1.43489 0.0219 0.0630 -0.0365
H 3.36680 -0.07210 -1.71122 0.0143 0.0010 -0.0113
H 2.21379 1.17273 -2.24911 0.0246 0.0184 -0.0106
H 4.06692 -0.51600 -3.94687 -0.0001 0.0018 0.0023
H 3.65540 1.18743 -4.07150 0.0081 -0.0079 -0.0081
H 2.13178 -1.23100 -5.09106 0.0073 0.0062 -0.0173
H 2.44218 0.28328 -5.90733 -0.0068 0.0086 0.0020
H 0.04787 0.15811 -5.26759 -0.0128 0.0217 0.0095
H 0.81315 1.42136 -4.32875 0.0250 0.0005 -0.0059
H -0.19329 -1.30709 -3.42690 0.0209 -0.0055 -0.0219
H -0.26754 0.24429 -2.59506 -0.0759 -0.0370 -0.0363
H -0.51991 -4.62847 1.02200 0.0037 0.0140 0.0042
H 0.50706 -6.39341 2.39087 -0.0063 0.0041 -0.0007
H 2.90128 -6.27376 2.97865 0.0015 -0.0056 -0.0106
H 4.28124 -4.38481 2.18778 -0.0004 0.0081 0.0025
H 3.28006 -2.60801 0.83487 -0.0128 0.0091 0.0097
H -0.76072 -3.62712 -2.40720 0.0047 0.0002 0.0158
H -3.06765 -4.17215 -2.96257 -0.0025 0.0081 -0.0040
H -4.92187 -3.37213 -1.53675 0.0011 -0.0050 0.0080
H -4.43868 -2.01593 0.47010 -0.0058 0.0133 -0.0065
H -2.13483 -1.42994 1.03942 0.0156 -0.0241 -0.0039
O -2.82735 1.16473 1.07770 -0.0068 0.1320 -0.0416
B -1.89324 1.23118 0.08116 0.2393 -0.3069 0.0845
O -2.42185 1.08377 -1.19394 -0.2571 -0.0024 0.1858
C -3.78377 0.86861 -0.96041 0.1217 0.0896 -0.0734
C -4.77851 0.62538 -1.87659 -0.0565 0.0177 0.0485
C -6.05441 0.43896 -1.35007 0.0113 -0.0086 -0.0425
C -6.29811 0.50385 0.01989 -0.0162 -0.0066 0.0359
C -5.27817 0.75521 0.93435 0.0110 -0.0088 -0.0365
C -4.02251 0.92593 0.40015 -0.0484 0.0886 0.0681
H -4.58447 0.58723 -2.93902 0.0118 -0.0041 -0.0009
H -6.87911 0.24826 -2.02297 0.0045 -0.0001 -0.0018
H -7.30697 0.36161 0.38211 0.0038 0.0060 0.0060
H -5.45817 0.81560 1.99837 -0.0028 -0.0070 0.0028
C 2.63841 4.90030 2.34888 -0.0322 -0.0381 -0.0120
N 3.00606 3.52740 2.70120 0.1373 -0.0145 -0.0417
C 2.42072 3.18470 4.00107 -0.0058 0.0150 -0.0722
N 0.97233 3.37979 4.04867 -0.0515 -0.0123 0.0211
C 0.65721 4.75778 3.66903 0.0320 -0.0258 -0.0637
N 1.19195 5.11892 2.35330 -0.0137 0.1277 -0.0401
C 0.51321 4.45734 1.24811 0.0088 -0.0933 0.0144
P 0.79475 2.64532 1.45958 -0.1728 -0.2759 0.4050
C 2.63166 2.58975 1.65160 -0.0917 0.1549 0.0232
C 0.26516 2.42769 3.20262 -0.0789 0.0714 0.0584
H 3.04289 5.14508 1.36570 0.0078 0.0120 0.0097
H 3.08511 5.57058 3.08271 -0.0080 0.0020 -0.0020
H 2.87981 3.82834 4.75078 -0.0194 -0.0088 0.0186
H 2.65795 2.14773 4.24204 0.0005 0.0030 0.0171
H 1.10646 5.42736 4.40189 -0.0243 -0.0084 0.0200
H -0.42302 4.90492 3.67865 -0.0003 -0.0068 0.0059
H 0.90503 4.80261 0.29003 0.0206 0.0286 0.0142
H -0.55963 4.65779 1.27151 0.0088 0.0522 0.0297
H 3.11609 2.87265 0.71380 0.0191 -0.0200 0.0039
H 2.94345 1.57424 1.90699 0.0137 0.0209 0.0578
H 0.45933 1.39943 3.51459 0.0510 0.0173 0.0303
H -0.81272 2.59536 3.26498 -0.0067 -0.0353 0.0071
```
Forces are in eV/Å.


Record 3
Computed, not measured: a structure of composition C31H40Cl2FeNP3S3Si at a distorted geometry, with wB97M-V/def2-TZVPD.

Results
Electronic energy = -161967.2369 eV
HOMO-LUMO gap (alpha / beta) = 8.33 / 6.51 eV
Energy relative to the best compared isomer or geometry (same formula, charge and spin) = 29.9 kcal/mol
⟨S²⟩ = 8.773
Multiplicity = 6
Strongest force on any atom = 1.6 eV Å⁻¹
Total charge = +1

The geometry in XYZ format:
```
82
Properties=species:S:1:pos:R:3:forces:R:3
Fe -0.10971 0.17788 -0.43753 0.2306 -0.9122 1.2526
C 5.16237 -4.61152 0.14973 0.0023 0.0010 0.0120
Si 3.38086 -4.07975 -0.03851 -0.0006 0.0309 -0.0003
C 2.72526 -4.63045 -1.69704 -0.0245 0.0126 -0.0110
C 2.35568 -4.73996 1.37458 0.0029 -0.0203 0.0240
C 3.36648 -2.17808 0.04296 -0.0196 -0.0225 0.0090
C 4.52524 -1.44123 0.23538 0.0610 0.0484 0.0283
C 4.50521 -0.04635 0.30965 -0.0405 -0.0533 0.0222
C 3.29296 0.58973 0.19081 0.0520 0.0187 0.0924
N 2.15201 -0.08694 0.00688 -0.0392 0.2781 -0.3134
C 2.18526 -1.42548 -0.07522 -0.0920 -0.1070 -0.0561
S 0.59143 -2.09426 -0.30409 0.0513 0.0291 -0.1484
H 5.23514 -5.69205 0.01265 -0.0056 -0.0182 0.0138
H 5.55744 -4.38263 1.14142 0.0058 0.0133 0.0098
H 5.81540 -4.14905 -0.59277 -0.0023 -0.0016 -0.0268
H 2.90387 -5.69909 -1.83227 0.0032 -0.0169 0.0033
H 3.22693 -4.10314 -2.51105 0.0130 -0.0081 -0.0100
H 1.65269 -4.45578 -1.78778 0.0008 0.0096 0.0045
H 2.37400 -5.83195 1.37488 0.0029 -0.0135 -0.0017
H 1.31302 -4.42556 1.30714 -0.0059 0.0036 -0.0166
H 2.75525 -4.40445 2.33436 0.0046 0.0018 0.0071
H 5.47467 -1.95301 0.33848 0.0024 -0.0106 -0.0099
H 5.41034 0.52176 0.46637 0.0063 0.0180 -0.0084
H 3.21203 1.66687 0.26818 0.0125 0.0063 -0.0077
C 0.77420 -1.33972 3.00613 0.0411 0.0006 0.0196
P 0.03368 0.07282 2.15107 -0.0726 0.2807 -0.2521
C -1.52851 0.35716 3.03402 -0.0321 -0.0767 0.0590
C 1.03161 1.52392 2.64585 -0.0358 -0.0026 -0.0297
C 1.72576 1.55239 3.85213 0.0034 0.0008 0.0209
C 2.41490 2.68868 4.24677 -0.0005 -0.0088 -0.0062
C 2.40757 3.82010 3.44471 0.0143 0.0151 -0.0053
C 1.72952 3.80325 2.23652 0.0391 -0.0340 0.0263
C 1.05362 2.65724 1.82240 0.0083 0.0040 -0.0227
P 0.22262 2.60473 0.20770 -0.1319 -0.2733 -0.2254
C 1.23103 3.61677 -0.91534 0.0231 0.1114 0.0058
C -1.28520 3.59534 0.41745 -0.0337 0.0862 0.0685
H 0.67370 -1.22242 4.08595 0.0148 -0.0152 0.0007
H 1.82630 -1.44131 2.74008 0.0031 0.0069 -0.0224
H 0.23282 -2.23030 2.68987 0.0120 0.0058 0.0041
H -1.32950 0.62778 4.07220 -0.0097 -0.0217 0.0022
H -2.11018 -0.56514 2.99387 -0.0251 0.0018 -0.0222
H -2.10042 1.14787 2.55094 0.0140 0.0024 -0.0085
H 1.73312 0.68283 4.49596 -0.0040 -0.0002 0.0044
H 2.95425 2.69143 5.18437 -0.0008 0.0042 0.0090
H 2.93431 4.71201 3.75639 0.0002 0.0010 -0.0031
H 1.74135 4.68909 1.61460 -0.0012 0.0069 -0.0133
H 2.22619 3.19188 -1.03297 0.0014 -0.0235 -0.0037
H 1.31862 4.64441 -0.56217 0.0041 -0.0022 -0.0078
H 0.74561 3.62974 -1.89132 -0.0122 -0.0184 0.0079
H -1.03700 4.57262 0.83507 -0.0150 -0.0136 0.0020
H -1.97432 3.08411 1.08867 -0.0037 -0.0028 -0.0122
H -1.77935 3.73898 -0.54348 0.0108 -0.0454 -0.0202
Cl 1.01446 0.12118 -2.96396 -0.0749 0.1984 -0.0108
C -0.43790 0.65818 -3.84436 0.0143 0.0117 -0.0377
Cl -1.40774 1.74935 -2.85118 0.0132 0.1847 -0.1930
H -1.03196 -0.21850 -4.07488 -0.0135 0.0117 -0.0101
H -0.11303 1.19365 -4.72763 -0.0175 -0.0597 -0.0387
S -2.10770 -3.15523 1.59270 0.1181 -0.0892 0.1818
P -3.08585 -2.17715 0.24098 -0.0442 0.3362 -0.2005
S -2.36327 -0.28369 -0.39621 -0.0221 0.1096 -0.1270
C -3.30641 -3.09365 -1.30552 -0.0508 0.0501 -0.1063
C -4.41501 -3.92541 -1.43482 -0.0075 -0.0385 0.0547
C -4.58906 -4.68026 -2.58497 0.0013 -0.0065 -0.0086
C -3.65796 -4.61101 -3.60992 0.0128 0.0110 0.0007
C -2.54572 -3.78926 -3.48090 -0.0254 -0.0341 -0.0221
C -2.37238 -3.03075 -2.33530 0.0660 0.0169 0.0393
C -4.76036 -1.70829 0.75119 -0.0433 0.0290 0.0679
C -5.23227 -2.09572 1.99873 0.0439 -0.0097 -0.0068
C -6.51496 -1.74051 2.39659 0.0008 0.0005 0.0223
C -7.32309 -0.99978 1.55083 -0.0038 0.0132 -0.0329
C -6.85440 -0.61297 0.29925 -0.0398 -0.0005 0.0394
C -5.57854 -0.96436 -0.09977 0.0436 -0.0338 -0.0704
H -5.14414 -3.99100 -0.63682 -0.0066 0.0234 0.0007
H -5.45506 -5.32159 -2.67806 -0.0037 -0.0051 -0.0049
H -3.79742 -5.19735 -4.50844 0.0049 -0.0059 0.0005
H -1.81201 -3.74314 -4.27550 0.0052 0.0003 0.0004
H -1.50036 -2.39554 -2.23760 -0.0009 0.0212 0.0184
H -4.59182 -2.67772 2.64900 -0.0035 -0.0064 0.0076
H -6.87994 -2.04641 3.36798 -0.0005 -0.0027 0.0026
H -8.32209 -0.72274 1.86053 -0.0064 -0.0032 0.0048
H -7.48775 -0.03769 -0.36255 -0.0030 0.0019 -0.0111
H -5.21720 -0.66363 -1.07572 0.0110 -0.0008 -0.0043
```
Forces are in eV/Å.


Question: Which formula does entry 3 have?
Answer: C31H40Cl2FeNP3S3Si


Question: Which of these has the lowest energy relative to the best compared isomer or geometry (same formula, charge and spin)?
Answer: C31H40BIrN4O2PSi


Question: Which of these has the lowest electronic energy?
Answer: C31H40Cl2FeNP3S3Si